## one
C4H7N3S | ωB97M-V/def2-TZVPD

As for the SMILES: CNc1nc(S)c[nH]1. The calculation puts the HOMO energy at -7.784 eV. The value obtained for the molar mass is 129.19 g/mol. Its LUMO energy is 0.668 eV. For the HOMO-LUMO gap, the calculation gives 8.452 eV.

Last column: Löwdin charge in e.
Element x y z (Å)
C1 -1.126 2.219 0.548  -0.131
N1 -1.086 1.169 -0.477  -0.034
C2 -0.243 0.069 -0.350  -0.438
N2 0.557 -0.490 -1.216  0.090
C3 1.190 -1.511 -0.601  -0.739
S1 2.369 -2.619 -1.336  0.720
C4 0.818 -1.630 0.746  -0.098
N3 -0.075 -0.551 0.829  0.063
H1 -2.007 2.906 0.217  0.092
H2 -1.360 1.767 1.672  0.115
H3 -0.138 2.914 0.569  0.110
H4 -0.975 1.498 -1.396  0.099
H5 1.608 -2.982 -2.424  -0.124
H6 1.092 -2.368 1.509  0.109
H7 -0.626 -0.390 1.712  0.166

## two
C4H7N3S | ωB97M-V/def2-TZVPD

As for the SMILES: C[C@H](S)n1nccn1. The calculation puts the HOMO energy at -9.671 eV. The value obtained for the molar mass is 129.19 g/mol. Its LUMO energy is 0.743 eV. For the HOMO-LUMO gap, the calculation gives 10.415 eV.

Last column: Löwdin charge in e.
Element x y z (Å)
C1 -1.509 -1.373 0.195  -0.151
C2 -1.134 0.078 0.351  -0.559
S1 -2.096 1.217 -0.793  0.719
N1 0.439 0.176 0.034  -0.244
N2 1.129 1.005 0.712  0.063
C3 2.342 0.989 0.177  -0.155
C4 2.336 0.093 -0.817  -0.158
N3 1.139 -0.474 -0.852  0.084
H1 -0.520 -1.956 0.314  0.107
H2 -1.908 -1.657 -0.811  0.081
H3 -2.315 -1.608 0.791  0.038
H4 -1.129 0.288 1.476  0.130
H5 -2.844 1.607 0.255  -0.145
H6 3.005 1.750 0.523  0.096
H7 3.066 -0.135 -1.556  0.095

Bottom line: one, by a margin of 104.2 kJ/mol.